(1)
{"formula": "C56H126F12N7O16S4", "method": "ωB97M-V/def2-TZVPD", "elements": ["C", "C", "C", "O", "C", "N", "H", "H", "H", "H", "H", "H", "H", "H", "H", "H", "H", "H", "C", "N", "C", "C", "C", "C", "O", "H", "H", "H", "H", "H", "H", "H", "H", "H", "H", "H", "H", "H", "H", "C", "N", "C", "C", "C", "C", "O", "H", "H", "H", "H", "H", "H", "H", "H", "H", "H", "H", "H", "H", "H", "C", "N", "C", "C", "C", "C", "O", "H", "H", "H", "H", "H", "H", "H", "H", "H", "H", "H", "H", "H", "H", "C", "C", "C", "C", "N", "C", "C", "C", "C", "C", "C", "C", "H", "H", "H", "H", "H", "H", "H", "H", "H", "H", "H", "H", "H", "H", "H", "H", "H", "H", "H", "H", "H", "H", "H", "H", "C", "C", "C", "C", "N", "C", "C", "C", "C", "C", "C", "C", "H", "H", "H", "H", "H", "H", "H", "H", "H", "H", "H", "H", "H", "H", "H", "H", "H", "H", "H", "H", "H", "H", "H", "H", "C", "C", "C", "C", "N", "C", "C", "C", "C", "C", "C", "C", "H", "H", "H", "H", "H", "H", "H", "H", "H", "H", "H", "H", "H", "H", "H", "H", "H", "H", "H", "H", "H", "H", "H", "H", "C", "F", "F", "F", "S", "O", "O", "O", "C", "F", "F", "F", "S", "O", "O", "O", "C", "F", "F", "F", "S", "O", "O", "O", "C", "F", "F", "F", "S", "O", "O", "O"], "coordinates": [[1.42, 0.52, 10.54], [1.45, 1.13, 9.16], [2.35, 0.49, 8.09], [1.89, -0.81, 7.87], [2.57, -1.53, 6.88], [0.05, 1.22, 8.60], [-0.60, 1.29, 9.40], [-0.10, 2.14, 8.17], [-0.35, 0.42, 8.08], [1.02, 1.19, 11.30], [2.42, 0.24, 10.86], [0.81, -0.38, 10.58], [1.84, 2.14, 9.24], [3.38, 0.49, 8.46], [2.30, 1.11, 7.18], [2.38, -1.11, 5.89], [2.05, -2.49, 6.94], [3.64, -1.58, 7.12], [-1.00, 1.67, 2.91], [0.41, 1.21, 2.80], [1.16, 1.31, 4.12], [0.41, -0.24, 2.30], [1.18, 2.08, 1.82], [0.28, 2.58, 0.73], [-0.42, 1.56, 0.08], [-1.49, 1.01, 3.64], [-1.53, 1.41, 2.00], [-1.02, 2.67, 3.36], [0.97, 2.34, 4.39], [2.21, 1.12, 3.92], [0.70, 0.60, 4.81], [1.44, -0.59, 2.34], [0.14, -0.20, 1.24], [-0.32, -0.74, 2.93], [2.07, 1.60, 1.41], [1.52, 2.95, 2.38], [0.95, 3.03, -0.02], [-0.43, 3.36, 1.02], [-1.27, 1.92, -0.26], [-4.95, 1.12, -1.92], [-4.53, -0.31, -1.64], [-4.79, -1.07, -2.91], [-3.09, -0.30, -1.24], [-5.38, -0.86, -0.50], [-4.97, -2.18, 0.15], [-4.53, -3.15, -0.80], [-6.02, 1.16, -2.11], [-4.28, 1.39, -2.73], [-4.68, 1.81, -1.12], [-5.83, -1.29, -3.09], [-4.08, -1.90, -2.86], [-4.44, -0.52, -3.78], [-2.89, 0.26, -0.33], [-2.43, 0.03, -2.04], [-2.79, -1.34, -1.07], [-6.38, -0.89, -0.92], [-5.39, 0.01, 0.17], [-5.86, -2.47, 0.73], [-4.34, -2.03, 1.02], [-5.30, -3.45, -1.29], [-3.58, 4.33, 5.53], [-4.30, 3.15, 6.15], [-3.54, 1.88, 5.95], [-4.47, 3.48, 7.59], [-5.67, 3.08, 5.47], [-6.51, 1.89, 5.92], [-7.25, 2.05, 7.10], [-4.23, 5.15, 5.25], [-3.24, 4.01, 4.54], [-2.76, 4.56, 6.19], [-3.79, 1.21, 6.77], [-2.45, 1.95, 6.00], [-3.79, 1.41, 5.00], [-5.00, 2.63, 8.02], [-5.06, 4.38, 7.74], [-3.55, 3.55, 8.17], [-5.38, 3.06, 4.42], [-6.15, 4.04, 5.65], [-5.97, 0.94, 5.98], [-7.16, 1.73, 5.06], [-8.14, 2.38, 7.08], [3.36, -0.94, -8.15], [2.58, 0.22, -8.79], [2.85, 1.49, -7.95], [1.59, 2.37, -8.07], [1.71, 3.71, -7.32], [2.65, 4.64, -8.14], [1.81, 5.77, -8.64], [0.40, 5.31, -8.72], [0.32, 4.41, -7.49], [2.13, 3.62, -5.85], [1.06, 2.86, -5.08], [1.48, 2.71, -3.64], [3.03, -1.07, -7.12], [4.43, -0.73, -8.12], [3.14, -1.88, -8.66], [1.53, -0.04, -8.78], [2.88, 0.47, -9.81], [3.73, 2.03, -8.29], [3.01, 1.16, -6.92], [0.81, 1.80, -7.57], [1.29, 2.56, -9.10], [3.37, 4.92, -7.37], [3.25, 4.03, -8.81], [2.02, 6.71, -8.12], [1.99, 6.10, -9.67], [-0.36, 6.09, -8.64], [0.18, 4.80, -9.66], [0.07, 4.93, -6.56], [-0.45, 3.64, -7.49], [2.24, 4.67, -5.58], [3.04, 3.02, -5.89], [0.99, 1.90, -5.61], [0.05, 3.26, -5.14], [2.51, 2.39, -3.51], [0.78, 2.06, -3.10], [1.29, 3.66, -3.14], [1.84, -1.18, -0.85], [2.41, -0.35, -2.02], [3.80, -0.88, -2.42], [4.61, 0.26, -2.96], [6.09, -0.04, -3.34], [6.89, -0.25, -2.05], [8.27, 0.35, -2.31], [8.13, 1.13, -3.65], [6.62, 1.29, -3.86], [6.28, -1.35, -4.13], [5.66, -1.26, -5.52], [5.82, -2.67, -6.09], [0.77, -0.96, -0.83], [2.45, -1.07, 0.04], [1.85, -2.22, -1.18], [2.37, 0.68, -1.65], [1.79, -0.38, -2.91], [3.62, -1.77, -3.03], [4.29, -1.27, -1.52], [4.75, 1.04, -2.21], [4.14, 0.67, -3.85], [6.85, -1.31, -1.82], [6.32, 0.17, -1.22], [9.08, -0.36, -2.41], [8.53, 1.03, -1.50], [8.55, 0.55, -4.48], [8.66, 2.08, -3.72], [6.45, 1.36, -4.93], [6.30, 2.08, -3.19], [5.84, -2.08, -3.46], [7.36, -1.51, -4.16], [6.26, -0.53, -6.07], [4.62, -0.95, -5.48], [5.25, -2.72, -7.02], [5.34, -3.36, -5.40], [6.81, -3.00, -6.37], [-2.57, -2.88, 0.38], [-2.70, -4.40, 0.06], [-1.41, -5.18, -0.05], [-1.53, -6.71, -0.28], [-0.27, -7.46, -0.52], [0.50, -7.56, 0.81], [1.12, -8.91, 0.93], [0.69, -9.74, -0.28], [-0.52, -8.94, -0.84], [0.63, -6.78, -1.54], [0.04, -6.69, -2.94], [0.83, -5.84, -3.92], [-1.87, -2.67, 1.19], [-3.46, -2.32, 0.63], [-2.13, -2.51, -0.56], [-3.34, -4.43, -0.82], [-3.31, -4.79, 0.88], [-0.76, -4.96, 0.80], [-0.83, -4.78, -0.89], [-2.31, -6.91, -1.02], [-1.93, -7.07, 0.67], [1.17, -6.70, 0.94], [-0.16, -7.34, 1.66], [2.19, -8.96, 1.13], [0.56, -9.41, 1.72], [1.55, -9.74, -0.95], [0.54, -10.77, 0.02], [-0.52, -9.10, -1.92], [-1.42, -9.16, -0.27], [1.53, -7.40, -1.47], [0.85, -5.79, -1.17], [-0.89, -6.12, -2.93], [-0.17, -7.64, -3.42], [0.22, -5.60, -4.79], [1.76, -6.31, -4.26], [1.21, -4.91, -3.49], [-6.19, 1.53, 1.47], [-6.62, 2.46, 2.32], [-7.21, 0.91, 0.88], [-5.50, 2.14, 0.50], [-5.16, 0.20, 2.37], [-3.89, 0.88, 2.58], [-5.83, -0.08, 3.65], [-5.17, -0.93, 1.45], [-2.07, 5.53, -1.61], [-0.76, 5.61, -1.79], [-2.28, 5.63, -0.29], [-2.71, 6.46, -2.28], [-2.68, 3.82, -2.12], [-2.37, 2.93, -1.00], [-4.09, 4.03, -2.44], [-1.80, 3.50, -3.26], [-0.09, 6.12, 6.77], [0.00, 5.93, 8.09], [-1.30, 6.55, 6.37], [0.80, 7.02, 6.39], [0.30, 4.46, 5.91], [1.74, 4.29, 6.01], [-0.46, 3.52, 6.70], [-0.11, 4.64, 4.52], [-3.03, -1.88, 6.15], [-3.44, -1.36, 5.00], [-3.56, -1.25, 7.19], [-3.41, -3.17, 6.16], [-1.14, -1.77, 6.29], [-0.49, -2.31, 5.09], [-0.93, -0.33, 6.39], [-0.88, -2.53, 7.51]], "lowdin_charge": [-0.032, -0.292, -0.183, -0.196, -0.083, 0.231, 0.164, 0.113, 0.118, 0.090, 0.097, 0.097, 0.155, 0.139, 0.128, 0.078, 0.097, 0.096, 0.005, -0.309, 0.032, 0.034, -0.095, -0.244, -0.129, 0.095, 0.088, 0.101, 0.061, 0.112, 0.086, 0.099, 0.065, 0.095, 0.132, 0.143, 0.127, 0.134, 0.026, 0.010, -0.297, 0.009, 0.022, -0.090, -0.293, -0.124, 0.128, 0.093, 0.067, 0.116, 0.097, 0.103, 0.115, 0.120, 0.049, 0.150, 0.068, 0.175, 0.089, 0.128, 0.020, -0.328, 0.004, 0.006, -0.073, -0.236, -0.039, 0.116, 0.109, 0.073, 0.097, 0.088, 0.085, 0.103, 0.120, 0.111, 0.120, 0.142, 0.114, 0.121, 0.103, -0.108, -0.222, -0.187, -0.113, -0.189, -0.067, -0.166, -0.142, -0.079, -0.103, -0.224, -0.083, 0.064, 0.072, 0.083, 0.114, 0.121, 0.116, 0.091, 0.117, 0.147, 0.124, 0.125, 0.134, 0.134, 0.137, 0.126, 0.137, 0.133, 0.148, 0.117, 0.105, 0.104, 0.056, 0.075, 0.090, -0.088, -0.250, -0.188, -0.123, -0.203, -0.102, -0.110, -0.133, -0.086, -0.103, -0.221, -0.076, 0.067, 0.078, 0.071, 0.099, 0.114, 0.123, 0.119, 0.130, 0.119, 0.130, 0.133, 0.121, 0.123, 0.113, 0.127, 0.128, 0.143, 0.121, 0.143, 0.114, 0.090, 0.065, 0.085, 0.095, -0.098, -0.219, -0.176, -0.124, -0.200, -0.106, -0.152, -0.131, -0.039, -0.110, -0.222, -0.098, 0.099, -0.007, 0.066, 0.100, 0.129, 0.122, 0.096, 0.143, 0.134, 0.136, 0.136, 0.128, 0.125, 0.112, 0.127, 0.123, 0.143, 0.143, 0.118, 0.114, 0.115, 0.083, 0.081, 0.068, -0.622, 0.153, 0.142, 0.106, 0.610, -0.302, -0.283, -0.435, -0.684, 0.125, 0.124, 0.171, 0.528, -0.342, -0.297, -0.356, -0.649, 0.129, 0.113, 0.153, 0.450, -0.320, -0.353, -0.335, -0.658, 0.127, 0.128, 0.129, 0.495, -0.347, -0.376, -0.306], "total_charge": 3}

=====

(2)
{"formula": "C56H136BF4N7O5", "method": "ωB97M-V/def2-TZVPD", "elements": ["C", "C", "N", "C", "C", "C", "C", "C", "O", "C", "H", "H", "H", "H", "H", "H", "H", "H", "H", "H", "H", "H", "H", "H", "H", "H", "H", "H", "H", "H", "C", "C", "N", "C", "C", "C", "C", "C", "O", "C", "H", "H", "H", "H", "H", "H", "H", "H", "H", "H", "H", "H", "H", "H", "H", "H", "H", "H", "H", "H", "C", "C", "N", "C", "C", "C", "C", "C", "O", "C", "H", "H", "H", "H", "H", "H", "H", "H", "H", "H", "H", "H", "H", "H", "H", "H", "H", "H", "H", "H", "C", "C", "N", "C", "C", "C", "C", "C", "O", "C", "H", "H", "H", "H", "H", "H", "H", "H", "H", "H", "H", "H", "H", "H", "H", "H", "H", "H", "H", "H", "C", "C", "N", "C", "C", "C", "C", "C", "O", "C", "H", "H", "H", "H", "H", "H", "H", "H", "H", "H", "H", "H", "H", "H", "H", "H", "H", "H", "H", "H", "C", "C", "C", "N", "C", "C", "C", "C", "C", "H", "H", "H", "H", "H", "H", "H", "H", "H", "H", "H", "H", "H", "H", "H", "H", "H", "H", "C", "C", "C", "N", "C", "C", "C", "C", "C", "H", "H", "H", "H", "H", "H", "H", "H", "H", "H", "H", "H", "H", "H", "H", "H", "H", "H", "B", "F", "F", "F", "F"], "coordinates": [[-1.63, 2.46, -7.14], [-0.38, 1.95, -7.87], [-0.24, 0.44, -7.84], [1.04, 0.03, -8.51], [-0.23, -0.07, -6.38], [0.78, 0.50, -5.42], [-1.44, -0.22, -8.50], [-1.81, 0.34, -9.86], [-0.72, 0.28, -10.75], [-1.13, 0.02, -12.11], [-1.91, 3.43, -7.55], [-1.79, 2.38, -6.07], [-2.53, 2.02, -7.60], [0.54, 2.30, -7.41], [-0.25, 2.24, -8.91], [1.13, -1.06, -8.46], [1.89, 0.45, -7.96], [1.04, 0.27, -9.57], [-0.23, -1.16, -6.50], [-1.23, 0.21, -6.05], [1.81, 0.15, -5.45], [0.34, 0.29, -4.43], [0.85, 1.58, -5.49], [-2.29, -0.14, -7.82], [-1.35, -1.31, -8.58], [-2.12, 1.38, -9.73], [-2.69, -0.19, -10.22], [-1.80, 0.82, -12.40], [-1.54, -0.99, -12.14], [-0.23, -0.04, -12.73], [-4.14, 3.58, 2.78], [-3.13, 2.79, 3.57], [-2.48, 3.62, 4.70], [-3.46, 4.35, 5.64], [-1.64, 2.70, 5.58], [-2.43, 1.79, 6.52], [-1.59, 4.74, 4.11], [-0.20, 4.37, 3.60], [-0.38, 3.76, 2.34], [0.46, 2.64, 2.05], [-3.64, 4.06, 1.93], [-4.66, 4.44, 3.20], [-4.78, 2.87, 2.25], [-2.40, 2.37, 2.89], [-3.64, 2.06, 4.21], [-3.90, 5.12, 5.00], [-2.85, 4.67, 6.47], [-4.24, 3.64, 5.90], [-0.96, 3.32, 6.16], [-1.02, 2.24, 4.82], [-1.82, 1.26, 7.26], [-2.87, 0.88, 6.09], [-3.14, 2.36, 7.10], [-1.57, 5.49, 4.90], [-2.26, 5.13, 3.35], [0.33, 3.68, 4.27], [0.40, 5.28, 3.65], [1.53, 2.85, 2.08], [0.13, 2.40, 1.04], [0.30, 1.72, 2.62], [-4.45, 1.54, -1.08], [-5.64, 0.91, -1.82], [-5.45, -0.54, -2.28], [-5.15, -1.41, -1.08], [-6.73, -1.07, -2.86], [-6.77, -2.42, -3.54], [-4.32, -0.51, -3.29], [-4.52, 0.49, -4.48], [-4.41, 1.84, -4.15], [-4.87, 2.71, -5.22], [-4.30, 1.09, -0.11], [-4.69, 2.60, -0.96], [-3.49, 1.53, -1.59], [-6.07, 1.45, -2.66], [-6.48, 0.92, -1.12], [-4.17, -1.04, -0.77], [-5.15, -2.47, -1.28], [-5.89, -1.19, -0.32], [-6.98, -0.26, -3.56], [-7.57, -0.94, -2.18], [-6.13, -2.46, -4.43], [-7.73, -2.70, -3.98], [-6.49, -3.30, -2.95], [-4.24, -1.49, -3.75], [-3.33, -0.37, -2.85], [-5.47, 0.20, -4.93], [-3.73, 0.22, -5.19], [-5.91, 2.91, -4.97], [-4.84, 2.32, -6.24], [-4.20, 3.57, -5.21], [0.85, -6.81, 7.20], [1.58, -5.97, 8.25], [2.83, -5.26, 7.75], [3.22, -4.31, 8.88], [3.88, -6.31, 7.37], [5.32, -5.99, 7.79], [2.48, -4.40, 6.54], [1.33, -3.41, 6.69], [0.74, -3.29, 5.39], [1.21, -2.19, 4.58], [-0.10, -7.22, 7.52], [1.55, -7.58, 6.88], [0.66, -6.30, 6.25], [1.83, -6.56, 9.13], [0.95, -5.19, 8.66], [2.50, -3.50, 9.03], [4.19, -3.90, 8.64], [3.17, -4.87, 9.81], [3.76, -6.65, 6.34], [3.60, -7.12, 8.04], [5.91, -6.90, 7.83], [5.44, -5.49, 8.75], [5.67, -5.22, 7.10], [2.30, -5.06, 5.70], [3.41, -3.88, 6.30], [1.66, -2.45, 7.10], [0.49, -3.73, 7.31], [1.44, -2.49, 3.56], [2.12, -1.79, 5.03], [0.49, -1.38, 4.66], [7.86, 0.18, 3.96], [6.90, 1.15, 3.26], [6.15, 0.55, 2.07], [7.14, 0.30, 0.97], [5.39, -0.73, 2.35], [4.27, -0.60, 3.35], [5.27, 1.75, 1.57], [5.04, 1.82, 0.05], [4.54, 0.66, -0.53], [3.15, 0.42, -0.50], [7.35, -0.60, 4.52], [8.41, 0.72, 4.72], [8.65, -0.26, 3.36], [7.45, 2.06, 3.01], [6.06, 1.45, 3.88], [7.73, 1.21, 0.88], [6.69, -0.01, 0.03], [7.80, -0.49, 1.32], [6.10, -1.53, 2.59], [5.06, -1.16, 1.40], [3.84, -1.54, 3.70], [3.37, -0.14, 2.92], [4.62, -0.09, 4.24], [5.80, 2.65, 1.88], [4.35, 1.69, 2.15], [6.02, 2.06, -0.37], [4.51, 2.73, -0.26], [2.69, 1.26, -1.04], [2.74, 0.47, 0.52], [2.88, -0.58, -0.81], [1.40, 4.35, -4.68], [1.23, 4.36, -3.16], [0.37, 5.58, -2.72], [0.06, 5.48, -1.24], [-0.94, 4.37, -0.97], [-0.64, 6.76, -0.78], [-0.35, 6.87, 0.75], [1.08, 6.32, 0.87], [1.27, 5.37, -0.28], [1.71, 5.33, -5.03], [0.43, 4.17, -5.14], [2.15, 3.65, -5.03], [2.25, 4.43, -2.79], [0.76, 3.46, -2.77], [-0.59, 5.67, -3.22], [0.94, 6.50, -2.77], [-0.54, 3.41, -1.28], [-1.81, 4.55, -1.59], [-1.08, 4.38, 0.11], [-1.70, 6.71, -1.01], [0.00, 7.55, -1.17], [-1.14, 6.31, 1.26], [-0.52, 7.89, 1.08], [1.24, 5.75, 1.78], [1.77, 7.16, 0.81], [1.46, 4.32, -0.09], [2.05, 5.80, -0.90], [2.52, -4.05, 0.51], [1.18, -3.82, -0.23], [0.53, -5.17, -0.56], [-0.84, -5.18, -1.23], [-0.72, -4.62, -2.60], [-1.40, -6.63, -1.31], [-2.10, -6.84, 0.06], [-2.20, -5.43, 0.72], [-1.92, -4.50, -0.45], [3.12, -4.68, -0.14], [2.52, -4.47, 1.51], [3.05, -3.09, 0.54], [1.35, -3.23, -1.13], [0.55, -3.24, 0.45], [0.36, -5.83, 0.29], [1.05, -5.81, -1.27], [-0.29, -3.62, -2.51], [-1.63, -4.64, -3.19], [0.08, -5.19, -3.08], [-2.02, -6.66, -2.21], [-0.55, -7.25, -1.60], [-3.10, -7.23, -0.15], [-1.58, -7.58, 0.65], [-3.12, -5.34, 1.28], [-1.30, -5.38, 1.34], [-2.78, -4.58, -1.12], [-1.75, -3.45, -0.20], [-0.96, 0.03, -0.24], [-1.50, -1.19, -0.77], [-0.76, 0.84, -1.40], [-1.95, 0.60, 0.57], [0.29, -0.13, 0.37]], "lowdin_charge": [-0.059, -0.137, -0.251, 0.040, -0.156, -0.045, -0.094, -0.209, -0.220, -0.026, 0.106, 0.074, 0.070, 0.116, 0.143, 0.120, 0.110, 0.107, 0.135, 0.094, 0.091, 0.086, 0.052, 0.118, 0.149, 0.122, 0.144, 0.104, 0.100, 0.103, -0.051, -0.121, -0.262, 0.050, -0.167, -0.047, -0.058, -0.180, -0.213, -0.082, 0.073, 0.089, 0.091, 0.121, 0.124, 0.102, 0.124, 0.113, 0.139, 0.109, 0.096, 0.089, 0.081, 0.140, 0.122, 0.120, 0.130, 0.091, 0.073, 0.094, -0.048, -0.138, -0.254, 0.037, -0.167, -0.043, -0.065, -0.210, -0.213, -0.039, 0.067, 0.095, 0.070, 0.124, 0.139, 0.088, 0.100, 0.122, 0.123, 0.148, 0.078, 0.106, 0.081, 0.127, 0.127, 0.129, 0.119, 0.102, 0.091, 0.090, -0.029, -0.168, -0.249, 0.032, -0.132, -0.046, -0.091, -0.181, -0.185, -0.081, 0.103, 0.085, 0.074, 0.142, 0.116, 0.109, 0.101, 0.126, 0.135, 0.129, 0.104, 0.076, 0.083, 0.124, 0.139, 0.127, 0.130, 0.080, 0.066, 0.089, -0.042, -0.159, -0.237, 0.015, -0.154, -0.056, -0.048, -0.205, -0.187, -0.077, 0.082, 0.103, 0.091, 0.139, 0.121, 0.127, 0.109, 0.111, 0.137, 0.127, 0.063, 0.071, 0.088, 0.134, 0.110, 0.128, 0.135, 0.094, 0.067, 0.092, -0.088, -0.215, -0.092, -0.261, 0.032, -0.064, -0.118, -0.123, -0.072, 0.094, 0.067, 0.079, 0.112, 0.094, 0.145, 0.141, 0.080, 0.114, 0.088, 0.141, 0.143, 0.093, 0.132, 0.089, 0.134, 0.119, 0.131, -0.075, -0.193, -0.108, -0.282, 0.012, -0.050, -0.111, -0.121, -0.119, 0.086, 0.075, 0.055, 0.108, 0.106, 0.132, 0.139, 0.098, 0.113, 0.118, 0.132, 0.139, 0.123, 0.122, 0.128, 0.103, 0.135, 0.116, -1.252, 0.052, 0.053, 0.111, 0.114], "relative_energy_kj_mol": 195.7, "total_charge": 6}

=====

What are the energy values for these records? In order: -179224.4189; -92435.6097 eV.
What are the orbital gap values for these records? In order: 0.29041; 0.33950 hartree.
What are the HOMO energy values for these records? In order: -13.5; -19.2 eV.